The following is a DFT calculation (ωB97M-V with the def2-TZVPD basis set) of the molecule C10H20N2O3S.

Geometry as ORCA input:
```
! RIJCOSX wB97M-V def2-TZVPD def2/J DEFGRID3
* xyz 0 1
C 5.31 -0.99 0.18
S 5.08 0.68 -0.28
C 3.33 0.53 -0.67
C 2.43 1.00 0.65
C 0.96 0.80 0.21
N -0.04 0.94 1.24
C 0.89 -0.60 -0.52
O 1.75 -1.41 -1.01
N -0.47 -1.00 -0.82
C -1.82 -0.43 -1.01
C -1.85 1.15 -0.94
O -1.15 2.06 -1.35
O -3.03 1.61 -0.20
C -2.87 -1.05 0.05
C -4.26 -0.50 -0.42
C -2.49 -0.71 1.52
H 5.06 -1.49 -0.76
H 6.33 -1.41 0.32
H 4.46 -1.19 0.99
H 3.00 -0.60 -1.07
H 3.20 1.23 -1.62
H 2.53 0.25 1.59
H 2.61 2.07 0.89
H 0.88 1.37 -0.75
H 0.41 0.77 2.34
H -0.44 2.09 1.14
H -0.51 -1.68 -1.70
H -2.16 -0.93 -1.95
H -2.97 2.51 -0.46
H -2.86 -2.19 -0.21
H -4.46 -0.43 -1.47
H -4.48 0.43 0.11
H -5.02 -1.33 -0.04
H -2.91 0.40 1.82
H -3.09 -1.27 2.40
H -1.35 -0.71 1.79
*
```

ΔE to the lowest compared entry with this formula, charge and spin = 173.81 kcal per mole
Electronic energy = -30646.2355 eV
HOMO level = -7.7 eV